Formula: C24H36CoFN6O6
Source: the OMol25 dataset
Level of theory: wB97M-V/def2-TZVPD

```
74
C24H36CoFN6O6, DFT wB97M-V/def2-TZVPD
Co -1.908 -0.014 -2.610
C -0.078 -3.116 4.045
C 0.326 -3.805 2.745
N 0.243 -2.897 1.608
C -0.881 -2.881 0.879
C -1.099 -2.082 -0.210
C -2.459 -2.228 -0.900
O -3.333 -2.848 -0.339
O -2.530 -1.710 -2.070
C -0.087 -1.176 -0.646
O -0.147 -0.413 -1.645
C 1.127 -1.193 0.160
C 2.193 -0.356 -0.206
C 3.345 -0.340 0.528
F 4.336 0.518 0.190
C 3.511 -1.146 1.674
C 2.454 -1.973 2.030
C 1.265 -2.033 1.289
N 4.675 -1.119 2.434
C 4.666 -0.982 3.867
C 5.229 0.397 4.251
N 6.619 0.513 3.738
C 6.640 0.373 2.257
C 5.995 -0.965 1.876
H 0.022 -3.813 4.871
H -1.114 -2.792 3.995
H 0.542 -2.248 4.247
H -0.348 -4.641 2.563
H 1.336 -4.213 2.810
H -1.673 -3.561 1.167
H 2.077 0.285 -1.066
H 2.583 -2.592 2.901
H 5.272 -1.773 4.330
H 3.651 -1.064 4.253
H 5.218 0.537 5.332
H 4.627 1.178 3.780
H 7.199 -0.231 4.153
H 7.027 1.414 4.011
H 7.667 0.402 1.893
H 6.087 1.205 1.817
H 6.618 -1.785 2.259
H 5.970 -1.046 0.791
N -1.001 -0.581 -4.621
C -1.229 0.379 -5.713
C -2.709 0.697 -5.870
C -3.229 1.606 -4.725
O -4.044 2.464 -4.953
O -2.709 1.362 -3.576
H -0.001 -0.701 -4.483
H -1.392 -1.487 -4.878
H -0.841 -0.026 -6.657
H -0.679 1.298 -5.493
H -3.295 -0.225 -5.859
H -2.898 1.220 -6.807
C -5.289 0.403 -0.940
N -4.701 1.665 -0.563
C -5.454 2.431 0.403
C -3.374 1.878 -0.805
O -2.568 0.916 -0.836
N -2.970 3.151 -0.986
C -3.840 4.172 -1.529
C -1.562 3.478 -0.995
H -6.236 0.598 -1.452
H -5.479 -0.230 -0.070
H -4.618 -0.124 -1.620
H -5.646 1.801 1.280
H -6.420 2.746 0.001
H -4.901 3.307 0.736
H -4.832 3.772 -1.716
H -3.431 4.508 -2.484
H -3.902 5.033 -0.861
H -0.981 2.599 -0.723
H -1.381 4.282 -0.277
H -1.251 3.821 -1.984
```

Summary:
- spin multiplicity = 5
- ⟨S²⟩ = 6.0113
- energy (eV) = -87030.39675
- charge = +2
- HOMO (spin up / spin down) (eV) = -13.12 / -13.06
- energy above the lowest of the compared OMol25 structures with the same formula, charge and spin (kcal per mole) = 6.83
- max |F| (Eh/bohr) = 0.064

Need the Mulliken charges? In units of e they are:
1. Co 1.05
2. C -1.00
3. C -1.00
4. N 0.18
5. C 0.08
6. C -0.61
7. C 0.35
8. O -0.65
9. O -0.51
10. C 2.09
11. O -1.14
12. C 0.73
13. C -0.68
14. C 0.36
15. F -0.34
16. C -0.76
17. C -1.05
18. C 0.46
19. N 0.12
20. C -0.63
21. C -0.86
22. N -0.08
23. C -0.69
24. C -0.83
25. H 0.39
26. H 0.35
27. H 0.30
28. H 0.45
29. H 0.44
30. H 0.57
31. H 0.63
32. H 0.54
33. H 0.33
34. H 0.44
35. H 0.45
36. H 0.35
37. H 0.38
38. H 0.36
39. H 0.37
40. H 0.44
41. H 0.33
42. H 0.46
43. N -0.34
44. C -0.55
45. C -0.70
46. C 0.45
47. O -0.57
48. O -0.76
49. H 0.28
50. H 0.27
51. H 0.41
52. H 0.35
53. H 0.28
54. H 0.34
55. C -0.94
56. N 0.22
57. C -1.02
58. C 0.71
59. O -0.58
60. N 0.24
61. C -1.13
62. C -1.02
63. H 0.36
64. H 0.34
65. H 0.17
66. H 0.36
67. H 0.31
68. H 0.34
69. H 0.41
70. H 0.38
71. H 0.32
72. H 0.24
73. H 0.38
74. H 0.31